No. 1
Below is C19H30N2O as an isolated structure at a distorted geometry, with properties calculated with ωB97M-V with the def2-TZVPD basis set.

Last column: Mulliken charge in e.
Element x y z (Å)
C1 2.08941 -1.00260 1.18762  -1.6574
C2 1.44483 0.15937 1.68358  1.2333
C3 1.02750 0.26984 2.99517  -1.8205
C4 1.40861 -0.72309 4.11924  0.2121
C5 0.54597 -1.06227 5.01816  0.3723
C6 0.68551 -1.79265 6.19673  -0.9110
C7 1.93349 -2.39301 6.34822  -0.0489
C8 2.75580 -2.43649 5.34744  -1.1778
C9 2.58335 -1.51713 4.35082  0.3220
H1 3.43043 -1.22331 3.56784  0.1669
H2 3.55015 -2.84121 5.56584  0.5875
H3 1.84816 -3.36420 7.18007  0.1537
H4 -0.05382 -2.08973 6.77761  0.5018
H5 -0.61312 -0.33204 5.07992  0.0142
H6 0.65866 1.02975 3.40025  0.9206
C10 1.26593 1.32824 0.92225  -0.6539
N1 0.45789 0.81842 -0.29145  0.5483
C11 0.30879 1.75680 -1.29279  -3.2587
H7 1.10608 1.88407 -1.74357  1.6556
C12 -0.58364 1.14338 -2.39302  0.5027
N2 -1.88604 0.72148 -1.93286  0.1832
C13 -1.94354 0.04392 -0.64360  -0.6868
C14 -1.12398 0.55243 0.34422  -1.6275
H8 -0.96753 -0.05853 1.22938  0.6134
H9 -1.66814 1.19540 0.66424  0.8652
H10 -2.98107 -0.14776 -0.51497  0.4198
H11 -1.39018 -1.09110 -1.14649  0.2555
C15 -3.20293 0.73640 -2.83175  0.3736
C16 -3.01287 -0.34753 -3.72892  -1.4371
H12 -4.03346 -0.40719 -4.30896  0.4085
H13 -3.02364 -1.41449 -3.26600  0.2846
H14 -2.31739 -0.45888 -4.61205  0.3546
C17 -3.22661 2.09477 -3.63585  -2.2680
H15 -4.04529 2.09420 -4.10176  0.7747
H16 -2.97679 2.90908 -2.95016  0.3641
H17 -2.64783 2.18146 -4.38466  0.6937
H18 -3.93723 0.51564 -2.24562  0.5866
H19 -0.62065 2.00692 -3.21886  0.3121
C18 0.14457 -0.21585 -2.92305  0.1941
C19 1.33297 0.14334 -3.64495  -0.8974
H20 1.22806 1.00596 -4.63811  0.2250
O1 2.49473 0.80306 -2.88836  -0.5276
H21 2.73838 0.03288 -2.26173  0.3200
H22 1.86943 -0.82777 -4.33149  0.2637
H23 0.46676 -0.90334 -1.98963  -0.0610
H24 -0.49272 -0.81275 -3.71723  0.2057
H25 -0.18269 2.68993 -1.13761  0.3320
H26 2.23860 1.59221 0.20185  0.3517
H27 0.68521 2.01361 1.34300  0.4126
H28 1.60476 -1.26393 0.40772  0.4617
H29 3.10477 -0.98265 1.01356  0.3449
H30 1.92239 -2.01307 1.83078  0.2419

Computed properties:
Strongest force on any atom   0.2322 hartree/bohr
HOMO level   -7.19 eV
Kohn-Sham gap   7.91 eV
Charge   0
Energy above the lowest of the compared OMol25 structures with the same formula, charge and spin   18.003 eV

---

No. 2
Below is C19H30N4OSV as an isolated structure, with properties calculated with ωB97M-V with the def2-TZVPD basis set.

Last column: Mulliken charge in e.
Element x y z (Å)
V1 -0.76202 0.74827 -0.73226  0.8747
C1 4.53101 -1.97900 1.32175  -1.0871
C2 4.41693 -0.52765 0.87842  -0.6601
N1 3.43391 -0.39230 -0.23471  0.0906
C3 4.00711 -0.49416 -1.59861  -0.9097
C4 4.46693 0.86487 -2.10768  -0.9277
C5 2.18005 -0.20237 0.02043  0.7363
S1 1.07542 -0.07867 -1.43038  -0.1758
N2 1.73050 -0.15091 1.26828  -0.0447
C6 0.60364 0.15247 1.78544  0.4280
O1 -0.47970 0.47073 0.88697  -0.4605
C7 0.27386 0.20422 3.15732  0.7121
C8 1.28459 -0.10156 4.09897  -0.3669
C9 0.99889 -0.06323 5.44197  -0.7798
C10 -0.28580 0.28202 5.86384  -0.3776
C11 -1.29200 0.58781 4.94455  -0.8846
C12 -1.02356 0.55120 3.59822  -0.2367
H1 5.29798 -2.05044 2.09154  0.3947
H2 4.82729 -2.62877 0.49868  0.3795
H3 3.58940 -2.33632 1.73880  0.3167
H4 5.36043 -0.15732 0.48185  0.3847
H5 4.10119 0.12214 1.68943  0.4687
H6 3.28175 -0.95763 -2.26558  0.5242
H7 4.84677 -1.18246 -1.51673  0.3722
H8 3.62997 1.55708 -2.21364  0.2695
H9 4.93122 0.73900 -3.08436  0.4052
H10 5.20621 1.30828 -1.44154  0.3586
H11 2.27381 -0.36523 3.75179  0.3661
H12 1.76468 -0.29672 6.16828  0.4584
H13 -0.50971 0.31448 6.92255  0.4433
H14 -2.27944 0.85438 5.29449  0.4504
H15 -1.80241 0.79189 2.88840  0.3953
C13 -3.71686 0.92206 -1.27075  -0.5659
C14 -4.85206 0.20554 -2.09543  -0.7837
N3 -4.30428 -0.90348 -2.84915  -0.0102
C15 -3.32363 -0.45443 -3.80340  -0.8582
C16 -2.14657 0.28278 -3.03683  -0.2629
N4 -2.44041 0.19314 -1.57234  -0.0828
C17 -2.57162 -1.24565 -1.14804  -0.2823
C18 -3.73356 -1.89880 -1.96936  -0.8644
H16 -3.90041 0.87062 -0.19768  0.4370
H17 -3.59847 1.96343 -1.56843  0.4494
H18 -5.31290 0.91936 -2.77543  0.3185
H19 -5.62122 -0.15857 -1.41740  0.3183
H20 -3.77083 0.24604 -4.50618  0.3121
H21 -2.92833 -1.29939 -4.36259  0.3548
H22 -2.08762 1.33418 -3.32006  0.5029
H23 -1.19118 -0.21324 -3.24251  0.3011
H24 -2.77182 -1.24641 -0.07599  0.5334
H25 -1.62078 -1.75186 -1.33500  0.3839
H26 -4.49810 -2.27816 -1.29394  0.3009
H27 -3.35703 -2.73457 -2.55546  0.3419
C19 -0.47892 2.67480 -0.91017  -1.0139
H28 -0.46239 2.84092 -1.99377  0.3917
H29 0.40553 3.09292 -0.43310  0.4843
H30 -1.39546 3.05463 -0.43347  0.3758

Computed properties:
Strongest force on any atom   0.0123 hartree/bohr
HOMO level   -17.75 eV
Kohn-Sham gap   5.50 eV
Charge   +3
Energy above the lowest of the compared OMol25 structures with the same formula, charge and spin   0.028 eV

---

No. 3
Below is C19H30N4P2PdS as an isolated structure, with properties calculated with ωB97M-V with the def2-TZVPD basis set.

Last column: Mulliken charge in e.
Element x y z (Å)
Pd1 -0.12037 -0.73872 -0.70725  -0.5690
C1 3.20256 -1.58954 -1.31133  -1.3950
P1 1.78424 -0.63369 -1.94486  1.6499
C2 1.90666 -0.97305 -3.73178  -1.2796
C3 2.36161 1.10495 -1.79220  0.0430
C4 3.55878 1.54989 -2.35082  -0.4918
C5 3.93689 2.87881 -2.25681  -0.7621
C6 3.11006 3.78543 -1.60356  -0.7681
C7 1.92224 3.34941 -1.03918  -0.5829
C8 1.54133 2.00996 -1.11899  -0.2707
P2 -0.02624 1.41799 -0.33788  1.5745
C9 -1.29008 2.43888 -1.14695  -1.4298
C10 0.06267 2.11215 1.33272  -1.2612
H1 4.07528 -1.48129 -1.95553  0.4686
H2 2.91459 -2.64032 -1.26159  0.3780
H3 3.44598 -1.24952 -0.30492  0.3910
H4 2.89263 -0.72252 -4.12421  0.4422
H5 1.14142 -0.40762 -4.26204  0.3388
H6 1.70856 -2.03454 -3.88789  0.4412
H7 4.20497 0.85075 -2.87049  0.2897
H8 4.86957 3.21120 -2.69413  0.3931
H9 3.39328 4.82760 -1.53272  0.3956
H10 1.28746 4.06305 -0.52606  0.3042
H11 -1.17855 3.49185 -0.88849  0.4408
H12 -2.26980 2.08250 -0.82890  0.3312
H13 -1.20877 2.30862 -2.22579  0.3697
H14 0.31400 3.17242 1.29970  0.5550
H15 0.81068 1.57068 1.91061  0.2555
H16 -0.89544 1.97247 1.83383  0.3117
N1 -3.23360 -1.16526 -1.33071  -0.3820
N2 -3.20193 -2.53480 -1.07046  -0.1164
C11 -2.12964 -3.26452 -1.40674  0.4314
N3 -2.08877 -4.49248 -0.84201  -0.4697
S1 -0.91844 -2.75258 -2.45615  -0.3774
H17 -2.92817 -0.71655 -0.44822  0.1736
H18 -4.12962 -0.92678 -1.72857  0.2235
H19 -3.70131 -2.84657 -0.24742  0.2305
H20 -2.60773 -4.67159 0.00246  0.2214
H21 -1.22621 -4.99301 -0.96446  0.2323
C12 1.06996 -1.65296 2.09635  -1.3722
C13 -0.08013 -0.91985 2.72873  1.3160
C14 0.02750 -0.53257 4.06120  -0.7683
C15 -0.98785 0.15494 4.70745  -0.7709
C16 -2.15725 0.43187 4.01135  -0.6638
C17 -2.30624 0.04181 2.68870  1.1953
C18 -3.57976 0.35505 1.95754  -1.3833
C19 -1.25831 -0.62984 1.98413  -0.5796
N4 -1.48479 -1.04025 0.68970  -0.1794
H22 1.77838 -1.98405 2.85743  0.4808
H23 1.60794 -1.01985 1.38585  0.0375
H24 0.71058 -2.51585 1.52681  0.1629
H25 0.93579 -0.77472 4.60449  0.3362
H26 -0.87611 0.45521 5.74203  0.3923
H27 -2.96940 0.95571 4.50606  0.3469
H28 -4.32564 0.76948 2.63761  0.4380
H29 -3.99287 -0.53602 1.48269  0.2065
H30 -3.40260 1.07820 1.15163  0.0744

Computed properties:
Strongest force on any atom   0.0128 hartree/bohr
HOMO level (alpha / beta)   -5.91 / -5.91 eV
Kohn-Sham gap (alpha / beta)   6.27 / 6.27 eV
Charge   0
Energy above the lowest of the compared OMol25 structures with the same formula, charge and spin   1.167 eV